1.
This record from the Open Molecules 2025 dataset describes a cluster of 11 separate species, C25H66BF5O18S2 in total. The level of theory is ωB97M-V with the def2-TZVPD basis set.

Properties
HOMO-LUMO gap   10.163 eV
E   -3666.96165 hartree
LUMO   0.2 eV

ORCA input file:
```
! RIJCOSX wB97M-V def2-TZVPD def2/J DEFGRID3
* xyz 0 1
O -2.007 -4.524 1.509
S -2.651 -4.221 0.269
O -3.057 -5.392 -0.421
O -1.674 -3.335 -0.575
C -2.262 -2.044 -0.944
C -1.580 -0.886 -0.261
B -0.055 -0.663 -0.680
O 0.523 0.526 -0.377
O 0.677 -1.640 -1.302
C -3.707 -2.109 -0.392
S -5.025 -1.842 -1.624
O -5.847 -2.999 -1.731
O -4.443 -1.327 -2.823
C -6.072 -0.442 -0.951
F -7.251 -0.565 -1.567
F -5.478 0.713 -1.262
C -6.303 -0.498 0.590
F -5.342 0.201 1.221
F -7.483 0.067 0.875
F -6.279 -1.756 1.035
O -3.917 -3.246 0.430
H -2.211 -2.051 -2.021
H -2.139 0.014 -0.496
H -1.641 -1.056 0.812
H -0.095 1.062 0.121
H 0.896 -2.284 -0.617
H -3.823 -1.273 0.287
C 0.822 -4.944 -4.099
C 0.022 -3.911 -3.328
O -1.379 -4.185 -3.404
H 0.512 -4.961 -5.145
H 1.890 -4.729 -4.052
H 0.653 -5.945 -3.693
H 0.177 -2.918 -3.743
H 0.328 -3.892 -2.279
H -1.526 -5.057 -3.025
C 0.183 2.708 -4.552
C 0.098 1.407 -3.782
O -1.022 1.390 -2.892
H 0.261 3.550 -3.864
H 1.054 2.713 -5.206
H -0.713 2.861 -5.160
H 0.984 1.272 -3.164
H 0.024 0.557 -4.468
H -1.820 1.496 -3.415
C 3.256 5.866 -4.591
C 3.300 5.138 -3.261
O 3.109 3.731 -3.419
H 2.301 5.685 -5.087
H 3.387 6.938 -4.461
H 4.043 5.505 -5.255
H 2.503 5.489 -2.606
H 4.258 5.321 -2.763
H 3.813 3.394 -3.986
C -0.236 5.786 -0.860
C -0.101 5.065 0.469
O -0.300 3.661 0.323
H -1.220 5.604 -1.291
H -0.099 6.862 -0.738
H 0.506 5.421 -1.573
H -0.853 5.415 1.173
H 0.887 5.248 0.905
H 0.367 3.335 -0.290
C 3.011 -3.265 3.152
C 2.480 -2.576 1.911
O 1.693 -3.467 1.110
H 3.615 -4.130 2.876
H 3.623 -2.584 3.745
H 2.192 -3.623 3.779
H 3.297 -2.234 1.278
H 1.875 -1.706 2.186
H 0.957 -3.775 1.649
C -0.536 -6.136 4.887
C -1.599 -7.133 4.467
O -2.881 -6.513 4.444
H -0.763 -5.733 5.875
H 0.452 -6.598 4.916
H -0.507 -5.294 4.191
H -1.652 -7.960 5.173
H -1.379 -7.540 3.476
H -2.829 -5.794 3.803
C -1.524 -2.445 7.917
C -0.092 -2.939 7.852
O 0.751 -2.039 7.128
H -1.921 -2.311 6.915
H -2.158 -3.150 8.450
H -1.572 -1.475 8.422
H -0.041 -3.894 7.332
H 0.313 -3.078 8.860
H 0.729 -1.193 7.581
C 6.751 2.176 -1.327
C 6.245 2.757 -2.634
O 5.386 1.846 -3.317
H 7.285 1.243 -1.508
H 7.421 2.872 -0.820
H 5.917 1.951 -0.658
H 7.076 2.963 -3.307
H 5.711 3.693 -2.450
H 4.638 1.660 -2.741
C -5.497 -3.733 5.012
C -4.507 -3.210 6.039
O -3.621 -4.231 6.481
H -6.075 -4.556 5.429
H -6.183 -2.947 4.691
H -4.975 -4.115 4.131
H -5.030 -2.845 6.922
H -3.928 -2.379 5.616
H -3.145 -4.562 5.712
C 4.096 10.718 -4.672
C 4.995 9.806 -5.486
O 4.309 8.629 -5.910
H 3.713 10.191 -3.797
H 4.635 11.605 -4.338
H 3.236 11.040 -5.263
H 5.842 9.472 -4.890
H 5.383 10.335 -6.363
H 3.565 8.904 -6.452
*
```

---

2.
This record from the Open Molecules 2025 dataset describes the ion C5H4N with charge +1. The level of theory is ωB97M-V with the def2-TZVPD basis set.

Properties
HOMO-LUMO gap (spin up / spin down)   7.561 / 8.153 eV
ΔE to the lowest compared entry with this formula, charge and spin   512.7 kJ/mol
E   -247.06667 hartree
LUMO (spin up / spin down)   -7.3 / -6.3 eV

ORCA input file:
```
! RIJCOSX wB97M-V def2-TZVPD def2/J DEFGRID3
* xyz 1 1
C 2.235 0.806 1.922
C 1.122 0.870 1.533
C -0.329 -1.477 -1.963
C -0.199 0.280 0.980
C -0.517 0.423 -0.490
N -0.450 -0.520 -1.318
H -0.417 -2.137 -2.825
H -0.322 -0.698 1.516
H -0.654 1.062 1.548
H -0.468 1.390 -0.903
*
```

---

3.
This record from the Open Molecules 2025 dataset describes a cluster of 2 separate species, C3H4F3NSSi in total. The level of theory is ωB97M-V with the def2-TZVPD basis set.

Properties
HOMO-LUMO gap (spin up / spin down)   7.638 / 7.133 eV
E   -1158.57398 hartree
LUMO (spin up / spin down)   0.7 / -2.5 eV

ORCA input file:
```
! RIJCOSX wB97M-V def2-TZVPD def2/J DEFGRID3
* xyz 0 3
C 2.960 0.774 -0.055
C -1.479 -0.829 0.667
C -1.618 0.642 0.410
N 2.014 1.001 -0.767
F -2.625 1.358 0.922
F -1.584 0.916 -0.834
F -0.590 1.373 1.022
Si -0.639 -1.918 -0.475
S 4.348 0.650 0.536
H 1.422 1.797 -0.889
H -1.722 -1.140 1.593
H 0.453 -2.819 -0.218
H -0.940 -1.805 -1.911
*
```

---

4.
This record from the Open Molecules 2025 dataset describes a cluster of 13 separate species, C35H78N7O23 in total. The level of theory is ωB97M-V with the def2-TZVPD basis set.

Properties
HOMO-LUMO gap   3.948 eV
ΔE to the lowest compared entry with this formula, charge and spin   472.3 kJ/mol
E   -3494.14493 hartree
LUMO   1.6 eV

ORCA input file:
```
! RIJCOSX wB97M-V def2-TZVPD def2/J DEFGRID3
* xyz -1 1
C 0.812 -0.866 1.008
C -0.418 -0.031 1.168
C -0.243 1.313 0.339
O -1.609 -0.627 0.872
H 1.751 -0.359 1.228
H 0.871 -1.202 -0.027
H 0.845 -1.666 1.748
H -0.509 0.258 2.215
H 0.032 1.167 -0.705
H 0.526 1.976 0.735
H -1.115 1.965 0.396
C 3.423 -3.557 -3.813
O 3.127 -2.944 -5.084
C 1.927 -3.183 -5.708
O 0.950 -3.778 -5.208
O 1.926 -2.620 -6.868
C 0.846 -2.781 -7.727
H 4.486 -3.764 -3.686
H 3.016 -4.548 -3.615
H 3.061 -3.040 -2.924
H -0.087 -2.736 -7.165
H 0.938 -3.778 -8.158
H 0.797 -2.049 -8.534
C 2.613 1.824 -9.846
O 2.281 1.708 -8.427
C 3.328 1.660 -7.542
O 4.515 1.733 -7.862
O 2.948 1.625 -6.300
C 1.634 2.012 -5.899
H 1.674 1.740 -10.393
H 3.364 1.202 -10.332
H 2.895 2.875 -9.916
H 1.605 1.577 -4.901
H 0.834 1.696 -6.569
H 1.610 3.100 -5.958
C 7.353 3.298 2.796
O 7.089 2.528 1.621
C 6.211 2.889 0.778
O 5.542 3.917 0.756
O 6.061 1.886 -0.110
C 4.818 1.889 -0.969
H 6.474 3.766 3.240
H 7.973 4.156 2.535
H 7.916 2.741 3.545
H 3.916 1.818 -0.361
H 4.696 1.092 -1.702
H 4.786 2.804 -1.561
C 4.227 -6.238 2.091
O 4.986 -6.890 1.143
C 5.030 -8.211 1.075
O 5.875 -8.847 0.436
O 4.094 -8.728 1.903
C 3.999 -10.057 2.134
H 4.430 -6.591 3.102
H 3.154 -6.208 1.906
H 4.516 -5.189 2.168
H 3.938 -10.530 1.154
H 3.035 -10.155 2.634
H 4.745 -10.385 2.858
C -0.260 -6.355 -0.751
O -0.108 -7.693 -0.792
C -1.096 -8.576 -1.056
O -2.203 -8.321 -1.427
O -0.516 -9.724 -0.863
C -1.318 -10.889 -0.997
H -0.733 -5.889 -1.615
H 0.772 -6.006 -0.712
H -0.816 -6.071 0.142
H -2.056 -10.863 -0.195
H -0.718 -11.795 -0.908
H -1.772 -10.960 -1.985
C 3.113 2.476 6.094
C 3.544 2.623 7.579
O 3.525 1.604 8.263
N 3.784 3.863 8.009
C 4.267 4.229 9.348
H 2.040 2.395 5.922
H 3.662 1.612 5.720
H 3.435 3.348 5.524
H 3.474 4.678 7.499
H 5.213 3.732 9.563
H 3.506 3.942 10.074
H 4.411 5.303 9.462
C -3.169 6.395 3.990
C -3.075 4.956 4.546
O -3.198 4.037 3.732
N -2.958 4.761 5.856
C -2.632 3.477 6.432
H -2.676 6.450 3.019
H -2.727 7.032 4.756
H -4.167 6.773 3.769
H -2.973 5.651 6.333
H -3.157 2.694 5.885
H -3.012 3.412 7.452
H -1.566 3.319 6.592
C -6.499 3.062 -5.999
C -5.714 2.048 -5.217
O -6.065 1.737 -4.136
N -4.609 1.563 -5.813
C -3.688 0.618 -5.161
H -5.852 3.651 -6.649
H -7.088 3.729 -5.368
H -7.245 2.537 -6.595
H -4.728 1.618 -6.815
H -3.125 1.020 -4.318
H -2.920 0.280 -5.857
H -4.359 -0.161 -4.800
O -6.891 -2.194 3.383
C -6.219 -2.996 4.005
N -4.954 -3.006 3.857
C -6.830 -4.107 4.949
H -4.591 -2.488 3.069
H -4.384 -3.408 4.587
H -7.799 -4.358 4.518
H -7.034 -3.807 5.977
H -6.273 -5.039 4.849
O -6.217 -2.626 -1.368
C -5.688 -3.728 -1.443
N -4.489 -3.926 -0.964
C -6.373 -4.891 -2.112
H -3.910 -3.246 -0.492
H -4.125 -4.864 -0.872
H -7.035 -5.280 -1.339
H -5.691 -5.576 -2.615
H -7.048 -4.645 -2.931
O 3.381 6.997 4.433
C 2.390 7.443 3.862
N 1.829 8.519 4.264
C 1.626 6.617 2.893
H 2.262 9.102 4.965
H 1.118 8.900 3.655
H 0.840 6.167 3.500
H 2.144 5.746 2.492
H 1.185 7.236 2.111
O -3.393 5.580 -1.901
C -2.978 6.724 -1.683
N -1.693 6.888 -1.623
C -3.900 7.911 -1.594
H -1.228 7.709 -1.262
H -1.158 6.070 -1.878
H -4.025 8.063 -0.522
H -4.890 7.730 -2.013
H -3.425 8.804 -2.000
*
```